# C20H25FN4OS

A structure of composition C20H25FN4OS (ωB97M-V/def2-TZVPD, the Open Molecules 2025 dataset).

CARTESIAN COORDINATES (ANGSTROEM)
C  2.380  1.294  -0.508
C  1.606  0.186  0.027
H  -2.877  0.272  -2.620
C  0.812  3.229  0.070
H  5.517  -1.516  -0.130
C  1.801  2.518  -0.792
H  2.163  5.211  -2.904
H  -0.384  0.179  0.806
H  -3.447  2.609  -1.765
H  -1.650  2.669  -2.297
C  1.647  4.736  -2.190
N  3.716  -0.358  -0.672
H  -6.002  -2.099  1.461
C  2.327  3.195  -1.897
H  -4.571  0.633  -0.545
H  -2.371  -1.731  -0.588
H  -0.520  4.853  0.177
H  -5.980  -2.508  -0.296
C  4.815  -0.925  -1.165
H  -1.723  0.339  -1.413
F  0.195  2.456  0.999
C  -2.651  0.625  -1.539
C  -5.626  -1.693  0.626
H  -3.220  0.451  0.524
H  0.493  6.072  -1.600
C  -3.486  0.007  -0.434
H  -4.456  -3.664  1.514
C  0.359  4.254  -0.528
H  -4.074  -1.552  -1.406
C  0.596  -1.616  0.993
H  -1.582  -1.165  1.835
H  4.686  -1.955  -1.921
C  -0.340  -2.743  1.540
C  -2.501  2.236  -1.460
S  2.141  -2.365  0.707
C  -3.728  -3.151  1.153
N  -4.320  -1.802  0.550
H  -3.007  -2.394  3.365
H  -2.368  -3.901  2.770
N  -1.705  -2.077  1.806
H  -2.992  -3.793  0.380
C  -2.536  -3.007  2.207
H  5.488  -0.221  -1.647
C  -3.567  -1.370  -0.490
N  3.451  0.907  -1.176
H  3.057  3.009  -2.428
C  0.305  -0.298  0.619
C  0.744  5.099  -1.358
H  -5.926  -0.587  0.491
O  -0.132  -3.891  1.434
H  -2.107  2.526  -0.616
C  2.583  -1.069  -0.173

Output
2S+1: 1
E: -42687.63112 eV
Molecular weight: 388.5 g mol⁻¹
Total charge: 0



# C20H25IN4O3Sn

A structure of composition C20H25IN4O3Sn (ωB97M-V/def2-TZVPD, the Open Molecules 2025 dataset).

CARTESIAN COORDINATES (ANGSTROEM)
C  -2.877  -4.030  0.148
H  -1.506  2.357  -0.973
O  -5.555  -1.593  0.810
O  -1.383  -0.712  2.337
H  0.730  2.461  3.410
H  -4.843  -0.241  -1.848
C  -1.368  3.425  0.915
C  -4.463  -1.709  -3.377
C  -4.373  -1.507  0.508
H  0.296  1.676  -4.102
C  -4.801  -1.335  -1.948
H  -1.841  -3.678  0.258
I  0.370  -3.338  -1.538
C  0.197  0.968  -3.267
H  -4.507  -3.841  -1.251
H  -0.964  4.238  2.885
H  0.603  1.506  -2.397
Sn  0.255  -0.486  -0.986
H  -5.800  -1.703  -1.681
O  -2.096  -0.664  -2.105
H  -4.538  -2.793  -3.535
H  -3.807  -1.004  2.440
H  -3.443  -1.372  -3.597
H  -5.170  -1.202  -4.042
C  2.454  -2.137  2.534
C  0.495  1.475  1.526
C  -3.539  -3.366  -1.040
C  -2.493  -1.111  -1.001
H  -2.129  4.149  0.636
H  0.362  -1.265  -3.284
H  -2.911  -3.496  -1.933
N  -0.116  1.471  0.310
N  1.396  -0.693  0.957
H  1.959  -2.628  0.474
N  -3.464  -1.112  1.487
C  -3.809  -1.851  -0.871
C  -0.731  3.465  2.156
H  2.859  -3.126  2.734
C  1.970  -1.867  1.263
H  -3.443  -3.883  1.077
H  1.944  -0.396  -3.193
C  -1.026  2.423  0.008
H  2.762  -1.305  4.510
C  0.927  -0.368  -3.595
H  -2.819  -5.108  -0.038
C  -2.078  -0.939  1.356
C  2.390  -1.134  3.503
C  1.307  0.301  1.877
H  -0.877  0.804  -3.140
N  -1.654  -0.969  0.048
C  1.828  0.091  3.160
H  1.742  0.896  3.877
C  0.213  2.490  2.454
H  1.012  -0.527  -4.677

Output
2S+1: 1
E: -47183.17938 eV
Molecular weight: 615.1 g mol⁻¹
Total charge: 0



# C20H25N3O2

An isolated molecule of C20H25N3O2 (ωB97M-V/def2-TZVPD, the Open Molecules 2025 dataset).

CARTESIAN COORDINATES (ANGSTROEM)
C  -0.671  -0.955  -0.624
H  -3.239  0.233  -2.913
C  4.916  0.015  0.434
C  2.560  0.931  0.113
C  -1.569  0.208  -1.368
C  4.348  2.467  0.615
C  5.350  1.367  0.686
H  5.607  -2.082  0.238
H  -2.907  -1.324  -2.269
H  -6.441  1.792  -0.752
O  -1.036  -2.140  -0.560
C  1.066  0.630  -0.137
C  2.938  -1.570  0.132
C  -6.785  -0.059  0.187
H  -4.095  0.976  0.864
H  1.264  -1.465  1.642
H  -3.960  1.932  -0.716
C  -5.983  1.241  -0.017
H  -5.388  -0.904  1.556
H  2.512  3.013  -0.090
H  0.533  1.025  0.732
O  4.542  3.603  0.946
H  1.137  -2.737  0.423
C  -4.869  -1.474  -0.471
C  7.232  -0.739  0.687
H  -0.955  0.588  -2.097
H  -7.651  -0.032  0.793
H  -5.250  -2.045  -1.313
C  6.642  1.672  0.930
H  7.031  2.692  1.150
C  -4.422  1.084  -0.217
C  5.876  -1.019  0.458
H  -1.775  0.948  -0.585
H  -6.449  -2.163  0.857
H  -4.150  -2.165  -0.051
C  7.552  0.632  1.017
H  7.983  -1.483  0.703
C  -2.948  -0.266  -1.924
H  -6.180  1.877  0.964
H  8.624  0.814  1.252
H  3.214  -2.126  -0.770
H  0.886  1.217  -1.088
C  -5.892  -1.209  0.658
C  3.475  -0.133  0.099
N  3.034  2.216  0.332
N  -4.083  -0.191  -0.907
H  -7.149  -0.301  -0.830
H  3.395  -2.207  0.907
N  0.643  -0.713  -0.181
C  1.485  -1.670  0.507

Output
2S+1: 1
SMILES: O=C(CCN1CCCCC1)N1CCc2c([nH]c(=O)c3ccccc23)C1
E: -29708.82272 eV
Molecular weight: 339.4 g mol⁻¹
Total charge: 0



# C20H25N3O3S

An isolated molecule of C20H25N3O3S (ωB97M-V/def2-TZVPD, the Open Molecules 2025 dataset).

CARTESIAN COORDINATES (ANGSTROEM)
H  -3.278  3.027  -1.849
O  -0.503  -2.175  -0.613
H  3.047  -5.844  2.418
N  -0.575  2.564  -1.827
C  -1.310  0.675  -4.954
H  -1.248  2.743  -4.465
H  -1.583  0.867  -5.982
O  3.926  -3.688  2.440
H  1.175  1.218  3.599
C  -1.121  1.740  -4.091
C  -2.733  3.482  -1.018
C  -1.363  4.824  -2.599
C  -1.171  -0.623  -4.501
H  2.438  -0.756  4.467
C  0.700  -4.394  4.291
H  1.399  -2.958  0.984
H  -3.171  5.510  -1.634
N  -0.061  0.024  -1.033
C  -1.498  2.633  -0.704
C  -0.787  -0.858  -3.192
C  -0.027  -1.108  -0.285
S  2.890  -3.365  3.375
C  2.205  -5.894  3.104
H  2.541  -6.323  4.056
H  -0.970  5.814  -2.837
N  1.698  -4.550  3.261
H  -0.965  3.084  0.143
C  0.668  -0.940  1.035
H  -1.925  4.468  -3.464
C  1.936  -0.781  3.513
H  -1.339  -1.455  -5.167
C  -2.301  4.895  -1.398
C  -0.192  3.881  -2.297
H  1.422  -6.523  2.680
C  0.606  0.230  1.789
H  0.370  -3.357  4.291
C  1.984  -1.943  2.766
H  0.041  1.080  1.434
O  3.266  -3.121  4.742
C  1.235  0.308  3.020
H  0.445  3.762  -3.175
C  1.357  -2.037  1.542
H  -0.640  -1.863  -2.835
H  -1.782  5.355  -0.553
H  -0.148  -5.041  4.067
H  0.414  4.332  -1.500
C  -0.566  0.205  -2.330
H  -3.390  3.502  -0.148
H  0.382  0.856  -0.665
H  -1.813  1.625  -0.430
H  1.096  -4.639  5.284
C  -0.781  1.531  -2.758

Output
2S+1: 1
SMILES: CN(C)S(=O)(=O)c1cccc(C(=O)Nc2ccccc2N2CCCCC2)c1
E: -42593.99921 eV
Molecular weight: 387.5 g mol⁻¹
Total charge: 0



# C20H25N3O4

An isolated molecule of C20H25N3O4 (ωB97M-V/def2-TZVPD, the Open Molecules 2025 dataset).

CARTESIAN COORDINATES (ANGSTROEM)
H  -2.754  3.460  0.916
H  3.827  -3.815  -0.038
H  -2.520  -2.712  -1.467
C  1.145  -0.602  0.661
H  -5.639  -2.174  0.017
C  2.445  -0.029  0.521
H  2.218  -4.152  -0.719
C  3.269  -1.053  -0.010
O  0.367  1.898  2.296
O  -3.744  -1.488  -0.463
H  -0.740  4.392  -2.135
C  4.616  -0.831  -0.283
H  -5.289  -0.445  0.276
O  0.161  -4.009  -0.188
H  -1.891  -4.139  0.521
C  -1.683  3.285  1.038
H  0.319  1.021  -2.356
C  -2.230  -3.106  0.631
H  3.439  -3.298  -1.693
C  -4.886  -1.453  0.357
C  -0.120  -0.105  1.073
C  0.139  -2.841  0.192
C  -0.892  4.090  0.000
C  2.994  1.224  0.796
H  -2.773  -2.995  1.572
H  -4.654  -1.661  1.408
C  3.035  -3.435  -0.687
N  -1.435  1.866  0.926
H  -2.351  3.871  -1.579
H  -3.891  -3.537  -0.682
H  0.784  2.705  -2.711
C  -1.163  -0.977  1.050
H  0.880  2.078  -1.045
H  -1.375  3.590  2.041
N  -1.044  -2.275  0.658
H  0.173  3.914  0.158
C  5.126  0.420  -0.018
N  2.530  -2.189  -0.180
H  6.167  0.624  -0.220
H  2.390  1.996  1.244
H  -2.150  -0.676  1.362
C  4.326  1.434  0.519
C  -0.336  1.309  1.498
C  0.309  2.042  -1.979
C  1.246  -1.929  0.223
H  5.240  -1.614  -0.685
H  4.770  2.396  0.726
H  -1.821  1.417  0.108
H  -1.083  5.154  0.147
C  -1.275  3.728  -1.439
C  -3.132  -2.752  -0.563
O  -1.044  2.381  -1.794

Output
2S+1: 1
SMILES: COCCCNC(=O)c1cn(CCOC)c(=O)c2c1c1ccccc1n2C
E: -33806.73303 eV
Molecular weight: 371.4 g mol⁻¹
Total charge: 0



# C20H25N3O5S

An isolated molecule of C20H25N3O5S (ωB97M-V/def2-TZVPD, the Open Molecules 2025 dataset).

CARTESIAN COORDINATES (ANGSTROEM)
H  5.638  -1.251  -1.767
H  -4.236  2.720  0.895
C  -2.351  1.267  -1.607
C  -2.332  3.490  0.230
C  -2.292  -1.195  1.274
H  -2.883  1.603  1.108
C  0.088  -1.401  1.191
N  -1.096  3.072  -0.412
O  -3.722  -3.205  -1.240
O  2.604  -1.967  1.623
H  0.832  -0.151  -1.712
H  3.209  2.019  0.780
H  -1.879  0.455  -1.047
H  -3.203  -0.803  1.702
C  2.653  -0.199  -0.591
H  0.918  -2.694  -0.279
H  1.933  1.776  1.992
C  4.587  -1.005  -1.759
C  0.008  -2.280  0.125
H  0.820  4.428  0.018
H  -2.787  4.250  -0.414
H  1.427  2.332  -0.973
H  -1.338  -3.279  -1.231
H  -2.087  3.960  1.185
O  1.555  -0.206  3.016
H  4.278  -1.578  -3.798
C  -3.643  1.689  -0.909
H  -0.929  -0.208  2.625
H  -4.171  2.408  -1.540
H  -4.296  0.826  -0.764
C  -0.222  2.278  0.435
C  -1.386  2.456  -1.697
H  -0.444  2.145  -2.156
N  2.037  0.283  0.593
S  1.709  -0.858  1.751
C  -2.370  -2.047  0.178
C  2.473  -0.881  -2.886
C  1.885  -0.389  -1.733
H  -1.828  3.230  -2.332
H  -0.377  2.574  1.476
O  -4.608  -1.691  0.000
C  4.006  -0.508  -0.605
O  1.564  3.904  0.343
C  -1.232  -2.609  -0.392
H  -2.565  0.898  -2.611
N  -3.665  -2.342  -0.394
C  1.246  2.558  0.091
C  3.823  -1.190  -2.899
C  -1.046  -0.866  1.778
H  4.587  -0.371  0.294
C  2.179  1.678  0.934
C  -3.324  2.341  0.434
H  -0.400  1.196  0.359
H  1.874  -1.026  -3.773

Output
2S+1: 1
SMILES: O=[N+]([O-])c1ccc(S(=O)(=O)N(C[C@H](O)CN2CCCCC2)c2ccccc2)cc1
E: -46685.75473 eV
Molecular weight: 419.5 g mol⁻¹
Total charge: 0